Model P:
Computed, not measured: one molecule with the formula C4H6ClN, with ωB97M-V with the def2-TZVPD basis set.

Results
**Structure (SMILES)**: CC(C)(Cl)C#N
**E_HOMO**: -11.3082 eV

Each line ends with the Löwdin charge.
Atoms and positions in Å:
C1 -0.451 -0.130 -1.339  -0.12
C2 0.333 -0.245 0.000  -0.91
C3 -0.571 -0.217 1.282  -0.12
Cl1 1.311 -1.655 -0.020  0.70
C4 1.457 1.047 0.001  -0.18
N1 2.238 1.925 -0.101  0.10
H1 -0.741 0.938 -1.368  0.09
H2 -1.434 -0.591 -1.250  0.08
H3 0.152 -0.373 -2.242  0.09
H4 -0.057 -0.630 2.241  0.10
H5 -1.329 -0.910 1.061  0.04
H6 -0.907 0.841 1.737  0.13



Model Q:
Computed, not measured: C4H6ClN as an isolated structure, with ωB97M-V with the def2-TZVPD basis set.

Results
**E_HOMO**: -7.0408 eV

Each line ends with the Löwdin charge.
Atoms and positions in Å:
C1 2.200 -0.810 0.484  -0.01
C2 0.886 -1.416 -0.958  -0.59
C3 0.917 0.003 0.695  -0.31
C4 -1.141 0.003 -0.837  -0.01
N1 0.181 -0.467 -0.495  -0.28
Cl1 0.294 -2.526 -2.091  0.70
H1 2.533 -1.746 1.030  0.00
H2 0.292 -0.249 1.662  0.14
H3 1.022 1.122 0.816  0.11
H4 -0.936 1.035 -1.179  0.12
H5 -1.467 -0.734 -1.503  0.04
H6 -1.559 0.080 0.117  0.07



Model R:
Computed, not measured: one molecule with the formula C4H6ClN, with ωB97M-V with the def2-TZVPD basis set.

Results
**Structure (SMILES)**: ClN1C=CCC1
**E_HOMO**: -8.2095 eV

Each line ends with the Löwdin charge.
Atoms and positions in Å:
Cl1 0.791 2.413 -1.367  0.58
N1 0.166 1.191 -0.296  -0.59
C1 1.093 0.524 0.560  -0.20
C2 0.673 -0.677 0.948  -0.15
C3 -0.615 -1.108 0.269  -0.10
C4 -0.757 0.204 -0.957  -0.14
H1 1.831 1.228 0.961  0.11
H2 0.986 -1.113 1.922  0.11
H3 -0.418 -2.132 -0.195  0.10
H4 -1.409 -1.190 0.992  0.08
H5 -0.528 -0.077 -2.014  0.09
H6 -1.813 0.737 -0.821  0.13



Relative energy of each structure, in kJ/mol: model P 0.0; model Q 432.7; model R 128.2.



Model P:
Computed, not measured: C4H6ClN as an isolated structure, with ωB97M-V with the def2-TZVPD basis set.

Results
**E_HOMO**: -8.6278 eV

Each line ends with the Löwdin charge.
Atoms and positions in Å:
C1 0.143 -1.175 0.192  -0.08
C2 -1.150 -1.244 -0.129  -0.31
C3 0.724 0.252 -0.071  -0.18
C4 -0.522 1.131 -0.080  -0.06
N1 -1.807 -0.088 -0.609  -0.46
Cl1 -3.295 0.198 0.295  0.53
H1 0.827 -2.051 0.520  0.12
H2 -1.933 -2.052 0.005  0.11
H3 1.450 0.664 0.606  0.11
H4 1.050 0.231 -0.993  0.04
H5 -0.971 1.462 0.864  0.07
H6 -0.542 1.989 -0.830  0.11



Model Q:
Computed, not measured: one molecule with the formula C4H6ClN, with ωB97M-V with the def2-TZVPD basis set.

Results
**E_HOMO (spin up / spin down)**: -7.4247 / -7.4731 eV

Each line ends with the Löwdin charge.
Atoms and positions in Å:
C1 -0.594 0.790 0.524  -0.27
C2 -0.100 1.559 -0.389  0.07
C3 -0.289 -0.662 0.749  -0.19
C4 1.556 -0.234 -0.774  -0.58
N1 0.642 -1.122 -0.331  -0.09
Cl1 2.880 0.305 0.266  0.56
H1 -1.395 1.314 1.143  0.12
H2 -0.083 2.532 -0.763  0.01
H3 0.219 -0.672 1.825  0.15
H4 -1.155 -1.180 0.812  0.07
H5 2.001 -0.214 -1.703  0.03
H6 0.116 -1.548 -1.077  0.13



Relative energy of each structure, in kJ/mol: model P 0.0; model Q 112.0.



Model P:
Computed, not measured: one molecule with the formula C4H5N3O3, with ωB97M-V with the def2-TZVPD basis set.

Results
**Structure (SMILES)**: NC1C(=O)NC(=O)NC1=O
**E_HOMO**: -9.8635 eV

Each line ends with the Löwdin charge.
Atoms and positions in Å:
N1 0.344 -0.753 2.217  0.03
C1 0.131 -0.554 0.757  -0.26
C2 1.291 -0.278 -0.147  -0.41
O1 2.432 -0.764 0.004  0.06
N2 0.862 0.220 -1.391  0.14
C3 -0.331 0.678 -1.926  -0.49
O2 -0.337 1.301 -2.971  0.09
N3 -1.400 0.761 -0.952  0.15
C4 -1.032 0.403 0.461  -0.32
O3 -1.709 0.724 1.470  0.04
H1 -0.567 -0.369 2.724  0.12
H2 0.801 -1.689 2.551  0.13
H3 -0.167 -1.555 0.025  0.23
H4 1.753 0.176 -2.070  0.23
H5 -2.071 1.700 -0.754  0.25



Model Q:
Computed, not measured: a 2-piece molecular cluster, C4H5N3O3 overall, with ωB97M-V with the def2-TZVPD basis set.

Results
**E_HOMO (spin up / spin down)**: -8.9626 / -8.8143 eV

Each line ends with the Löwdin charge.
Atoms and positions in Å:
C1 1.724 -0.845 0.018  -0.07
C2 2.570 -0.613 1.076  -0.10
C3 0.720 0.412 1.647  -0.17
C4 0.527 -0.203 0.450  0.02
N1 -1.652 1.229 -1.840  0.11
N2 -1.308 0.000 -1.646  0.06
N3 -1.970 -0.548 -0.535  -0.45
O1 -1.811 -1.798 -0.380  0.03
O2 -2.734 0.136 0.120  0.02
O3 1.948 0.153 2.073  -0.01
H1 1.727 -1.376 -0.970  0.12
H2 3.594 -0.971 1.267  0.12
H3 0.164 1.119 2.179  0.10
H4 -2.194 1.553 -0.943  0.16
H5 -1.307 1.753 -2.518  0.06



Relative energy of each structure, in kJ/mol: model P 0.0; model Q 778.3.



Model P:
Computed, not measured: a 5-piece molecular cluster, C5H20N10O5 overall, with ωB97M-V with the def2-TZVPD basis set.

Results
**Structure (SMILES)**: NC(N)=O.NC(N)=O.NC(N)=O.NC(N)=O.NC(N)=O
**E_HOMO**: -8.9119 eV

Each line ends with the Löwdin charge.
Atoms and positions in Å:
N1 -2.370 -0.973 -4.238  0.17
C1 -1.284 -0.341 -3.758  -0.66
N2 -0.081 -0.806 -4.212  0.16
O1 -1.305 0.580 -2.944  0.00
H1 -3.297 -0.717 -3.950  0.10
H2 -2.302 -1.662 -4.965  0.10
H3 0.065 -1.741 -4.544  0.10
H4 0.735 -0.260 -4.002  0.11
N3 -0.183 1.568 -0.390  0.16
C2 0.881 0.759 -0.134  -0.71
N4 0.662 -0.553 -0.470  0.15
O2 1.893 1.116 0.432  0.04
H5 -0.110 2.547 -0.190  0.11
H6 -1.013 1.175 -0.797  0.05
H7 1.341 -1.236 -0.191  0.09
H8 -0.216 -0.948 -0.754  0.08
N5 5.011 -2.266 3.168  0.13
C3 4.743 -1.594 1.994  -0.67
N6 4.691 -2.438 0.890  0.13
O3 4.738 -0.397 1.874  0.07
H9 4.585 -3.138 3.419  0.08
H10 5.423 -1.764 3.934  0.09
H11 4.955 -3.405 0.863  0.08
H12 4.076 -2.166 0.142  0.08
N7 -3.910 1.894 -2.503  0.15
C4 -4.198 2.101 -1.187  -0.68
N8 -5.283 2.912 -0.964  0.15
O4 -3.521 1.591 -0.306  0.02
H13 -3.092 1.346 -2.730  0.04
H14 -4.368 2.419 -3.225  0.09
H15 -5.508 3.174 -0.025  0.10
H16 -5.927 3.008 -1.725  0.09
N9 0.794 -0.683 4.778  0.12
C5 1.026 0.284 3.815  -0.66
N10 -0.164 0.607 3.166  0.15
O5 2.121 0.731 3.597  0.07
H17 -0.099 -0.724 5.238  0.08
H18 1.564 -0.914 5.381  0.09
H19 -0.150 0.954 2.218  0.07
H20 -0.923 -0.041 3.295  0.08



Model Q:
Computed, not measured: a 5-piece molecular cluster, C5H20N10O5 overall, with ωB97M-V with the def2-TZVPD basis set.

Results
**Structure (SMILES)**: NC(N)=O.NC(N)=O.NC(N)=O.NC(N)=O.NC(N)=O
**E_HOMO**: -9.2495 eV

Each line ends with the Löwdin charge.
Atoms and positions in Å:
N1 21.454 -13.944 28.635  0.16
C1 22.612 -14.604 28.360  -0.64
N2 23.647 -13.770 28.054  0.16
O1 22.728 -15.828 28.289  -0.01
H1 21.383 -12.966 28.434  0.10
H2 20.598 -14.443 28.799  0.11
H3 23.545 -12.807 28.307  0.09
H4 24.544 -14.223 28.008  0.11
N3 24.850 -15.148 21.137  0.15
C2 24.251 -15.569 22.262  -0.69
N4 23.173 -16.364 22.120  0.17
O2 24.501 -15.041 23.367  -0.02
H5 24.675 -15.343 20.172  0.10
H6 25.667 -14.608 21.385  0.11
H7 22.714 -16.823 22.894  0.06
H8 22.997 -16.701 21.189  0.10
N5 22.810 -16.866 25.682  0.19
C3 21.617 -17.370 25.326  -0.61
N6 20.783 -17.606 26.347  0.18
O3 21.310 -17.688 24.147  -0.07
H9 23.508 -16.650 24.988  0.08
H10 22.974 -16.636 26.655  0.06
H11 19.881 -18.065 26.255  0.06
H12 21.043 -17.459 27.308  0.09
N7 16.937 -18.877 25.610  0.16
C4 17.194 -18.586 26.929  -0.64
N8 16.088 -18.718 27.708  0.15
O4 18.297 -18.185 27.285  0.01
H13 17.790 -18.798 25.069  0.06
H14 16.314 -19.571 25.238  0.10
H15 16.016 -18.346 28.637  0.10
H16 15.203 -18.933 27.289  0.10
N9 18.971 -19.387 23.145  0.13
C5 18.310 -18.330 22.565  -0.69
N10 19.115 -17.204 22.537  0.15
O5 17.151 -18.418 22.181  0.00
H17 18.412 -20.206 23.293  0.10
H18 19.917 -19.197 23.442  0.07
H19 20.006 -17.188 23.023  0.04
H20 18.749 -16.397 22.066  0.10



Relative energy of each structure, in kJ/mol: model P 125.6; model Q 0.0.



Model P:
Computed, not measured: one molecule with the formula C18H24N2O4, with ωB97M-V with the def2-TZVPD basis set.

Results
**Structure (SMILES)**: CCCCCCC(=O)N(O)[C@@H]1CC(=O)N(Cc2ccccc2)C1=O
**E_HOMO**: -9.2818 eV

Each line ends with the Löwdin charge.
Atoms and positions in Å:
C1 3.974 -2.360 -4.486  -0.12
C2 3.923 -2.403 -2.962  -0.26
C3 3.217 -3.653 -2.417  -0.22
C4 1.787 -3.395 -1.940  -0.21
C5 0.838 -2.977 -3.061  -0.20
C6 -0.582 -2.765 -2.541  -0.09
C7 -0.687 -1.505 -1.718  -0.42
O1 0.169 -0.651 -1.613  0.10
N1 -1.872 -1.326 -1.074  -0.08
O2 -2.888 -2.269 -1.111  0.04
C8 -2.054 -0.180 -0.208  -0.14
C9 -2.185 1.158 -0.934  0.00
C10 -1.128 2.049 -0.311  -0.41
O3 -0.936 3.214 -0.527  0.12
N2 -0.396 1.287 0.573  0.06
C11 0.746 1.809 1.307  -0.06
C12 0.306 2.328 2.651  -0.20
C13 -0.153 3.632 2.779  -0.04
C14 -0.594 4.099 4.005  -0.08
C15 -0.583 3.264 5.110  -0.09
C16 -0.135 1.960 4.985  -0.08
C17 0.306 1.492 3.760  -0.04
C18 -0.805 -0.013 0.673  -0.39
O4 -0.311 -0.868 1.359  0.12
H1 2.976 -2.384 -4.915  0.06
H2 4.531 -3.212 -4.871  0.07
H3 4.469 -1.451 -4.822  0.07
H4 3.417 -1.511 -2.588  0.11
H5 4.949 -2.373 -2.587  0.10
H6 3.206 -4.430 -3.185  0.11
H7 3.781 -4.045 -1.568  0.10
H8 1.800 -2.613 -1.179  0.11
H9 1.406 -4.308 -1.474  0.11
H10 1.184 -2.042 -3.501  0.11
H11 0.826 -3.746 -3.837  0.12
H12 -0.898 -3.617 -1.935  0.12
H13 -1.289 -2.673 -3.369  0.13
H14 -2.760 -2.901 -0.382  0.13
H15 -2.918 -0.392 0.429  0.17
H16 -3.170 1.612 -0.841  0.13
H17 -1.959 1.053 -1.996  0.14
H18 1.176 2.610 0.702  0.14
H19 1.460 0.990 1.417  0.14
H20 -0.167 4.277 1.913  0.11
H21 -0.946 5.115 4.098  0.10
H22 -0.926 3.630 6.067  0.10
H23 -0.129 1.306 5.845  0.10
H24 0.648 0.472 3.657  0.11



Model Q:
Computed, not measured: one molecule with the formula C18H24N2O4, with ωB97M-V with the def2-TZVPD basis set.

Results
**Structure (SMILES)**: CCCCCCC(=O)N(O)[C@H]1CC(=O)N(c2ccc(C)cc2)C1=O
**E_HOMO**: -9.0865 eV

Each line ends with the Löwdin charge.
Atoms and positions in Å:
C1 -4.378 -4.444 0.001  -0.12
C2 -3.959 -2.980 0.062  -0.27
C3 -5.102 -2.053 -0.348  -0.23
C4 -4.684 -0.588 -0.475  -0.21
C5 -4.299 0.041 0.863  -0.19
C6 -3.982 1.537 0.725  -0.10
C7 -2.821 1.757 -0.212  -0.45
O1 -2.922 2.060 -1.382  0.08
N1 -1.584 1.590 0.336  -0.06
O2 -1.406 1.251 1.672  0.04
C8 -0.388 1.637 -0.466  -0.15
C9 0.543 2.819 -0.209  0.01
C10 1.933 2.223 -0.262  -0.39
O3 2.977 2.806 -0.333  0.13
N2 1.797 0.837 -0.198  0.11
C11 2.901 -0.054 -0.101  -0.18
C12 2.914 -1.217 -0.857  0.00
C13 3.987 -2.083 -0.759  -0.03
C14 5.058 -1.804 0.079  -0.28
C15 6.228 -2.733 0.183  -0.05
C16 5.029 -0.631 0.827  -0.03
C17 3.960 0.240 0.748  0.00
C18 0.489 0.417 -0.196  -0.36
O4 0.094 -0.699 0.031  0.12
H1 -5.227 -4.625 0.657  0.07
H2 -3.560 -5.090 0.312  0.07
H3 -4.665 -4.718 -1.012  0.07
H4 -3.637 -2.748 1.079  0.10
H5 -3.107 -2.818 -0.602  0.11
H6 -5.915 -2.137 0.379  0.11
H7 -5.489 -2.385 -1.314  0.11
H8 -3.844 -0.513 -1.169  0.11
H9 -5.512 -0.019 -0.903  0.12
H10 -5.126 -0.071 1.568  0.12
H11 -3.436 -0.480 1.280  0.10
H12 -4.845 2.055 0.306  0.13
H13 -3.744 1.957 1.703  0.12
H14 -1.280 0.286 1.724  0.11
H15 -0.736 1.618 -1.507  0.17
H16 0.438 3.635 -0.922  0.14
H17 0.378 3.220 0.794  0.14
H18 2.088 -1.444 -1.513  0.12
H19 3.990 -2.988 -1.348  0.11
H20 7.141 -2.225 -0.125  0.08
H21 6.089 -3.608 -0.446  0.07
H22 6.361 -3.060 1.213  0.08
H23 5.854 -0.399 1.484  0.12
H24 3.949 1.145 1.334  0.12



Relative energy of each structure, in kJ/mol: model P 8.5; model Q 0.0.



Model P:
Computed, not measured: a 3-piece molecular cluster, C5H16N2O2 overall, with ωB97M-V with the def2-TZVPD basis set.

Results
**Structure (SMILES)**: CN/C=C/CCN.O.O
**E_HOMO**: -8.3599 eV

Each line ends with the Löwdin charge.
Atoms and positions in Å:
C1 -0.799 -0.266 2.406  -0.19
N1 -1.276 0.432 1.302  -0.16
C2 -0.650 0.188 0.009  -0.19
C3 -0.269 -1.048 -0.354  -0.09
C4 0.691 -1.294 -1.493  -0.20
C5 2.031 -0.510 -1.375  -0.22
N2 1.591 0.890 -1.227  -0.06
H1 -0.821 -1.391 2.430  0.08
H2 0.326 -0.017 2.594  0.10
H3 -1.342 0.218 3.404  0.14
H4 -2.294 0.595 1.178  0.12
H5 -0.278 1.115 -0.419  0.09
H6 -0.526 -1.787 0.323  0.08
H7 0.254 -1.068 -2.505  0.11
H8 0.878 -2.406 -1.589  0.11
H9 2.622 -0.795 -0.436  0.13
H10 2.798 -0.438 -2.222  0.12
H11 1.453 1.347 -0.355  0.00
H12 1.121 1.344 -1.960  0.06
O1 1.295 1.974 1.531  -0.08
H13 1.169 2.719 0.930  0.05
H14 0.395 1.588 1.678  0.01
O2 -3.037 -0.761 -1.393  -0.08
H15 -3.107 -0.139 -0.615  0.04
H16 -2.225 -0.487 -1.840  0.02



Model Q:
Computed, not measured: a 3-piece molecular cluster, C5H16N2O2 overall, with ωB97M-V with the def2-TZVPD basis set.

Results
**Structure (SMILES)**: N/C=C/CCCN.O.O
**E_HOMO**: -8.2684 eV

Each line ends with the Löwdin charge.
Atoms and positions in Å:
N1 -2.953 -0.010 0.838  0.03
C1 -1.690 -0.590 1.073  -0.21
C2 -0.538 -0.135 0.609  -0.16
C3 0.762 -0.880 0.800  -0.22
C4 1.019 -1.918 -0.339  -0.20
C5 0.652 -1.455 -1.742  -0.29
N2 1.427 -0.298 -2.206  0.00
H1 -2.907 0.723 0.146  0.07
H2 -3.636 -0.692 0.538  0.07
H3 -1.669 -1.455 1.725  0.12
H4 -0.342 0.812 0.119  0.09
H5 0.867 -1.403 1.742  0.10
H6 1.591 -0.187 0.844  0.09
H7 2.103 -2.077 -0.306  0.10
H8 0.502 -2.835 -0.056  0.10
H9 -0.399 -1.162 -1.746  0.10
H10 0.795 -2.254 -2.438  0.09
H11 1.236 0.471 -1.574  0.02
H12 2.424 -0.476 -2.176  0.07
O1 0.274 2.644 -1.651  -0.07
H13 1.000 2.797 -2.264  0.04
H14 -0.404 2.108 -2.073  0.04
O2 0.750 1.603 2.810  -0.04
H15 0.757 2.253 2.137  0.01
H16 -0.216 1.566 2.862  0.04



Relative energy of each structure, in kJ/mol: model P 212.2; model Q 0.0.



Model P:
Computed, not measured: one molecule with the formula CH3NO, with ωB97M-V with the def2-TZVPD basis set.

Results
**Structure (SMILES)**: NC=O
**E_HOMO**: -10.1272 eV

Each line ends with the Löwdin charge.
Atoms and positions in Å:
N1 -0.648 -0.272 0.146  0.10
C1 0.588 0.238 0.025  -0.48
O1 1.634 -0.346 0.065  0.03
H1 -1.477 0.287 0.052  0.09
H2 -0.618 -1.268 -0.165  0.13
H3 0.521 1.361 -0.123  0.13



Model Q:
Computed, not measured: a 2-piece molecular cluster, CH3NO overall, with ωB97M-V with the def2-TZVPD basis set.

Results
**E_HOMO (spin up / spin down)**: -8.7019 / -9.4011 eV

Each line ends with the Löwdin charge.
Atoms and positions in Å:
C1 1.172 0.314 -0.092  0.18
N1 -0.957 -0.519 -0.008  -0.03
O1 -1.741 0.443 -0.008  -0.08
H1 1.895 -0.189 0.509  -0.06
H2 0.769 1.241 0.202  -0.07
H3 -1.139 -1.289 -0.602  0.06



Model R:
Computed, not measured: one molecule with the formula CH3NO, with ωB97M-V with the def2-TZVPD basis set.

Results
**Structure (SMILES)**: C=NO
**E_HOMO**: -9.3935 eV

Each line ends with the Löwdin charge.
Atoms and positions in Å:
C1 0.431 -0.829 -0.182  -0.02
N1 0.223 0.448 -0.060  -0.17
O1 -0.893 1.019 0.289  -0.07
H1 -0.459 -1.322 -0.324  0.03
H2 1.412 -1.303 -0.347  0.07
H3 -0.715 1.987 0.623  0.17



Model S:
Computed, not measured: a 2-piece molecular cluster, CH3NO overall, with ωB97M-V with the def2-TZVPD basis set.

Results
**E_HOMO (spin up / spin down)**: -8.3379 / -9.3840 eV

Each line ends with the Löwdin charge.
Atoms and positions in Å:
C1 0.114 0.106 1.146  0.00
N1 -0.461 0.224 -1.194  -0.03
O1 -0.664 0.218 2.018  0.11
H1 1.117 -0.147 0.927  0.07
H2 0.465 0.341 -1.668  -0.03
H3 -0.572 -0.743 -1.231  -0.11



Relative energy of each structure, in kJ/mol: model P 0.0; model Q 719.5; model R 297.4; model S 386.6.